{
  "formula": "C37H40AgN7O2SSi",
  "method": "wB97M-V/def2-TZVPD",
  "species": ["Ag", "C", "C", "N", "C", "C", "N", "C", "C", "C", "C", "C", "N", "C", "C", "N", "C", "C", "N", "C", "C", "C", "N", "C", "C", "H", "H", "H", "H", "H", "H", "H", "H", "H", "H", "H", "H", "C", "Si", "C", "C", "N", "C", "C", "C", "C", "C", "C", "O", "C", "C", "C", "C", "C", "C", "H", "H", "H", "H", "H", "H", "H", "H", "H", "H", "H", "H", "H", "H", "H", "H", "H", "H", "C", "C", "S", "O", "C", "C", "H", "H", "H", "H", "H", "H", "H", "H", "H", "H"],
  "coordinates": [[0.999, -0.447, 0.231], [-1.571, -3.426, 2.708], [-0.516, -2.571, 2.413], [-0.717, -1.422, 1.786], [-1.960, -1.126, 1.426], [-3.006, -1.996, 1.708], [-2.820, -3.141, 2.357], [-2.177, 0.134, 0.641], [-3.387, 0.810, 0.669], [-3.558, 1.922, -0.145], [-2.486, 2.309, -0.936], [-1.288, 1.611, -0.872], [-1.157, 0.537, -0.104], [-0.094, 2.007, -1.695], [-0.019, 3.214, -2.376], [1.024, 3.535, -3.137], [2.005, 2.644, -3.207], [1.957, 1.449, -2.499], [0.910, 1.144, -1.753], [-4.853, 2.667, -0.176], [-6.036, 2.090, 0.267], [-7.213, 2.821, 0.217], [-7.292, 4.071, -0.236], [-6.155, 4.621, -0.659], [-4.931, 3.970, -0.649], [-1.398, -4.359, 3.229], [0.509, -2.821, 2.668], [-4.013, -1.776, 1.374], [-4.166, 0.483, 1.342], [-2.588, 3.128, -1.632], [-0.802, 3.957, -2.297], [2.856, 2.885, -3.832], [2.771, 0.731, -2.516], [-6.071, 1.071, 0.627], [-8.140, 2.372, 0.555], [-6.219, 5.640, -1.022], [-4.056, 4.506, -0.987], [3.600, -1.587, 2.356], [4.017, -1.495, 0.521], [5.516, -2.608, 0.342], [4.614, 0.251, 0.150], [2.623, -1.862, -0.377], [2.476, -2.514, -1.572], [3.532, -3.032, -2.350], [3.339, -3.700, -3.554], [2.067, -3.897, -4.059], [0.986, -3.407, -3.329], [1.191, -2.744, -2.139], [0.123, -2.259, -1.384], [-1.140, -2.194, -1.905], [-2.125, -2.997, -1.354], [-3.447, -2.830, -1.754], [-3.775, -1.873, -2.705], [-2.772, -1.084, -3.262], [-1.452, -1.240, -2.863], [4.232, -0.925, 2.959], [3.758, -2.607, 2.720], [2.556, -1.319, 2.538], [6.203, -2.402, 1.168], [6.063, -2.453, -0.590], [5.232, -3.663, 0.397], [5.418, 0.581, 0.817], [3.785, 0.965, 0.225], [4.997, 0.301, -0.875], [4.541, -2.898, -1.988], [4.202, -4.068, -4.097], [1.905, -4.415, -4.995], [-0.024, -3.550, -3.694], [-1.845, -3.732, -0.609], [-4.220, -3.453, -1.321], [-4.804, -1.745, -3.017], [-3.021, -0.337, -4.006], [-0.657, -0.629, -3.275], [0.772, 0.582, 4.688], [0.455, 1.673, 3.675], [1.474, 1.548, 2.204], [0.892, 2.511, 1.202], [2.982, 2.330, 2.867], [2.991, 3.827, 2.606], [0.130, 0.683, 5.563], [1.806, 0.628, 5.033], [0.611, -0.406, 4.257], [0.574, 2.683, 4.074], [-0.558, 1.575, 3.282], [3.819, 1.826, 2.384], [3.019, 2.096, 3.931], [2.828, 4.041, 1.552], [3.957, 4.235, 2.906], [2.213, 4.344, 3.169]],
  "forces_ev_per_angstrom": [[0.4, -0.3, -0.1], [0.1, 0.0, 0.0], [0.0, -0.1, 0.0], [0.0, 0.1, 0.1], [-0.1, 0.3, -0.2], [0.0, -0.1, 0.1], [0.0, 0.1, -0.1], [0.0, -0.3, 0.1], [0.0, 0.0, 0.1], [-0.3, 0.1, 0.0], [0.0, 0.0, -0.2], [0.2, 0.1, -0.1], [0.1, 0.1, 0.1], [-0.3, -0.1, 0.2], [0.1, 0.1, -0.1], [-0.1, -0.1, 0.1], [0.0, 0.0, 0.0], [0.1, 0.0, 0.0], [0.0, -0.2, 0.0], [0.3, -0.1, 0.0], [-0.1, -0.1, 0.0], [0.0, 0.1, 0.0], [0.1, -0.1, 0.0], [-0.1, 0.0, 0.0], [0.0, 0.2, 0.0], [0.0, 0.0, 0.0], [0.0, 0.0, 0.0], [0.0, 0.0, 0.0], [0.0, 0.0, 0.0], [0.0, 0.0, 0.0], [0.0, 0.0, 0.0], [0.0, 0.0, 0.0], [0.0, 0.0, 0.0], [0.0, 0.0, 0.0], [0.0, 0.0, 0.0], [0.0, 0.0, 0.0], [0.0, 0.0, 0.0], [-0.1, 0.0, 0.1], [-0.1, 0.0, 0.0], [0.1, -0.1, 0.0], [0.0, 0.2, -0.1], [-0.1, 0.0, -0.1], [0.0, 0.0, 0.0], [0.0, 0.0, 0.0], [0.0, 0.0, 0.1], [0.0, 0.0, 0.1], [0.0, 0.0, 0.0], [0.0, 0.2, 0.1], [0.0, -0.4, 0.1], [0.1, 0.1, 0.0], [-0.1, 0.0, 0.0], [0.0, 0.0, 0.0], [0.1, 0.0, 0.0], [0.0, 0.0, 0.0], [-0.1, 0.0, -0.1], [0.0, 0.0, 0.0], [-0.1, 0.0, 0.0], [0.0, 0.0, 0.0], [0.0, 0.0, 0.0], [0.0, 0.0, 0.0], [0.0, 0.0, 0.0], [0.0, 0.0, 0.0], [0.1, 0.0, 0.0], [0.0, 0.0, 0.0], [0.0, 0.0, 0.0], [0.0, 0.0, 0.0], [0.0, 0.0, 0.0], [0.0, 0.0, 0.0], [0.0, 0.0, 0.0], [0.0, 0.0, 0.0], [0.0, 0.0, 0.0], [0.0, 0.0, 0.0], [0.0, 0.0, 0.0], [0.0, 0.0, 0.0], [-0.1, 0.0, 0.1], [-0.1, 0.4, -0.6], [0.2, -0.2, 0.4], [0.0, 0.0, 0.0], [0.0, 0.0, 0.1], [0.0, 0.0, 0.0], [0.0, 0.0, 0.0], [0.0, 0.0, 0.0], [-0.1, 0.0, 0.0], [0.0, 0.0, 0.0], [0.0, 0.0, 0.0], [0.0, 0.0, 0.0], [0.0, 0.0, 0.0], [0.0, 0.0, 0.0], [0.0, 0.0, 0.0]],
  "e_tot_ev": -76256.8931,
  "largest_force_ha_per_bohr": 0.0143,
  "charge": 0
}

***

{
  "formula": "C37H40BF48N3O6",
  "method": "wB97M-V/def2-TZVPD",
  "species": ["C", "C", "C", "C", "C", "B", "C", "C", "N", "N", "N", "H", "H", "H", "H", "H", "H", "H", "H", "H", "H", "H", "H", "H", "H", "H", "H", "C", "C", "C", "F", "F", "F", "F", "O", "C", "C", "F", "F", "F", "F", "H", "H", "H", "H", "C", "C", "C", "F", "F", "F", "F", "O", "C", "C", "F", "F", "F", "F", "H", "H", "H", "H", "C", "C", "C", "F", "F", "F", "F", "O", "C", "C", "F", "F", "F", "F", "H", "H", "H", "H", "C", "C", "C", "F", "F", "F", "F", "O", "C", "C", "F", "F", "F", "F", "H", "H", "H", "H", "C", "C", "C", "F", "F", "F", "F", "O", "C", "C", "F", "F", "F", "F", "H", "H", "H", "H", "C", "C", "C", "F", "F", "F", "F", "O", "C", "C", "F", "F", "F", "F", "H", "H", "H", "H"],
  "coordinates": [[7.526, -0.043, 6.370], [7.044, 0.116, 5.035], [6.198, 0.088, 3.593], [5.617, 1.569, 3.171], [4.405, 1.954, 4.222], [2.885, 1.552, 3.638], [1.791, 0.679, 4.510], [1.539, -0.850, 3.953], [0.953, -1.644, 5.137], [2.793, -1.575, 3.512], [0.516, -0.954, 2.841], [7.775, -0.510, 7.440], [6.839, -0.396, 2.729], [5.246, -0.613, 3.718], [5.149, 1.438, 2.081], [6.442, 2.396, 3.063], [4.554, 1.393, 5.238], [4.368, 3.117, 4.390], [2.644, 1.988, 2.552], [0.770, 1.267, 4.549], [2.148, 0.589, 5.645], [0.979, -2.660, 4.880], [1.537, -1.478, 5.987], [3.255, -1.881, 4.403], [2.582, -2.449, 2.966], [-0.257, -0.276, 3.021], [0.935, -0.848, 1.891], [-1.750, 2.976, 0.390], [-1.712, 2.236, 1.735], [-2.965, 2.392, 2.589], [-3.194, 3.679, 2.936], [-2.839, 1.701, 3.754], [-0.597, 2.608, 2.419], [-1.547, 0.903, 1.458], [-1.088, 4.243, 0.353], [-1.867, 5.353, 0.796], [-1.285, 6.025, 2.046], [-1.216, 5.161, 3.090], [-2.065, 7.063, 2.453], [-3.153, 4.962, 0.958], [-1.873, 6.235, -0.239], [-1.189, 2.357, -0.320], [-2.761, 3.027, -0.034], [-3.848, 2.006, 2.071], [-0.277, 6.405, 1.854], [8.666, -2.330, -0.935], [7.852, -1.605, 0.147], [6.369, -1.444, -0.165], [6.156, -0.704, -1.277], [5.735, -0.795, 0.849], [8.436, -0.406, 0.417], [7.969, -2.339, 1.299], [9.394, -1.493, -1.837], [8.653, -1.008, -2.955], [8.522, 0.520, -2.962], [7.885, 0.972, -1.852], [7.791, 0.945, -4.028], [7.456, -1.639, -3.008], [9.339, -1.416, -4.057], [9.441, -2.900, -0.410], [8.079, -3.092, -1.463], [5.882, -2.415, -0.291], [9.506, 0.998, -3.006], [0.741, -0.672, -2.215], [-0.541, 0.118, -1.910], [-1.838, -0.609, -2.246], [-1.941, -0.893, -3.564], [-2.913, 0.166, -1.940], [-0.477, 1.329, -2.527], [-0.538, 0.388, -0.566], [1.394, -0.355, -3.447], [0.897, -1.040, -4.596], [0.294, -0.091, -5.638], [-0.750, 0.612, -5.128], [-0.189, -0.779, -6.707], [0.036, -2.008, -4.203], [1.968, -1.687, -5.130], [1.468, -0.391, -1.444], [0.609, -1.753, -2.085], [-1.929, -1.539, -1.678], [1.040, 0.625, -5.997], [-5.696, 6.573, 3.181], [-5.688, 7.450, 4.442], [-6.398, 6.845, 5.648], [-7.712, 6.627, 5.415], [-6.336, 7.689, 6.712], [-6.190, 8.677, 4.136], [-4.376, 7.660, 4.779], [-6.692, 6.890, 2.204], [-7.971, 6.297, 2.421], [-9.072, 7.336, 2.661], [-8.811, 8.098, 3.754], [-10.272, 6.736, 2.887], [-7.880, 5.385, 3.418], [-8.245, 5.590, 1.292], [-4.745, 6.760, 2.668], [-5.673, 5.501, 3.413], [-5.934, 5.901, 5.949], [-9.177, 8.004, 1.801], [-5.421, -4.176, 1.305], [-4.196, -4.086, 0.383], [-3.333, -2.845, 0.584], [-4.010, -1.702, 0.332], [-2.275, -2.855, -0.272], [-4.600, -4.204, -0.910], [-3.422, -5.190, 0.631], [-6.664, -3.754, 0.738], [-6.924, -2.353, 0.808], [-7.029, -1.700, -0.575], [-5.880, -1.844, -1.284], [-7.253, -0.363, -0.470], [-5.997, -1.764, 1.600], [-8.109, -2.231, 1.465], [-5.569, -5.241, 1.519], [-5.242, -3.724, 2.288], [-2.933, -2.800, 1.601], [-7.843, -2.142, -1.158], [0.355, -7.016, -8.068], [1.849, -7.043, -8.426], [2.754, -7.647, -7.358], [2.713, -6.954, -6.198], [4.051, -7.629, -7.765], [2.250, -5.788, -8.763], [1.977, -7.791, -9.568], [-0.146, -5.776, -7.563], [0.023, -5.574, -6.160], [0.929, -4.380, -5.838], [2.173, -4.543, -6.356], [1.086, -4.231, -4.495], [0.446, -6.726, -5.589], [-1.226, -5.350, -5.668], [-0.191, -7.166, -9.007], [0.058, -7.866, -7.442], [2.486, -8.688, -7.154], [0.514, -3.451, -6.241]],
  "forces_ev_per_angstrom": [[-3.9, 0.0, -9.1], [2.2, -2.0, 8.8], [0.2, 0.3, 0.5], [-0.5, -0.5, -0.5], [-0.4, -0.2, 0.0], [1.1, -0.4, 1.2], [0.1, -0.1, 0.8], [-1.0, -1.0, 0.7], [0.6, 0.4, -0.7], [-0.1, 0.3, 0.4], [1.0, 0.5, 0.8], [-0.5, 1.6, -3.1], [-1.0, 1.2, 2.2], [2.1, 1.4, 0.1], [1.0, 0.2, 2.3], [-1.5, -1.8, 0.5], [0.1, 1.3, -1.7], [0.2, -2.1, -0.1], [-0.2, -0.2, -0.1], [1.8, -1.4, -0.2], [-0.7, 0.2, -2.4], [0.0, 1.4, 0.4], [-0.6, -0.3, -1.1], [-0.5, 0.3, -1.3], [-0.1, 1.3, 0.9], [1.1, -0.8, -0.5], [-0.5, 0.4, 1.3], [0.3, -0.3, -1.1], [0.9, 0.4, -0.3], [-0.6, -0.4, 0.8], [0.0, -0.5, 0.1], [0.2, -0.1, -0.2], [-0.4, -0.1, 0.1], [-0.8, 0.4, 0.6], [-1.2, 1.0, 1.3], [0.0, -1.4, -1.8], [0.4, 0.3, 0.8], [0.1, 0.2, -0.5], [-0.1, -0.3, -0.5], [0.3, 0.8, 0.0], [0.2, 0.0, 0.8], [0.0, 0.3, 0.4], [0.1, 0.0, 0.4], [0.1, 0.0, -0.2], [-0.1, -0.1, -0.2], [0.8, -0.8, 0.0], [1.0, 0.4, 0.1], [-1.0, 0.3, 0.2], [-0.1, -0.2, 0.6], [0.2, -0.2, -0.1], [-0.4, -0.2, -0.1], [-0.5, -0.1, -0.4], [-1.6, 0.8, -0.8], [0.6, -2.0, 0.6], [-0.1, 1.0, 0.1], [0.4, -0.3, -0.3], [0.2, -0.5, 0.1], [0.5, 0.5, -0.6], [-0.2, 0.7, 0.4], [-0.1, 0.4, 0.0], [-0.1, 0.4, 0.1], [0.2, -0.1, 0.0], [0.0, -0.3, 0.0], [1.0, -0.2, 0.5], [0.7, 0.5, -0.5], [-1.0, -0.3, 0.1], [-0.2, 0.2, 0.4], [0.3, 0.2, 0.2], [-0.2, -0.3, 0.1], [0.0, -0.7, -0.7], [-1.5, -0.6, -1.2], [1.0, -0.6, 1.9], [-0.4, 0.8, -0.5], [0.6, -0.2, -0.1], [0.3, -0.3, 0.4], [0.3, 0.5, -0.8], [-0.5, 0.6, -0.3], [-0.2, 0.2, -0.2], [-0.3, 0.3, -0.2], [0.2, 0.3, -0.2], [0.1, -0.2, 0.2], [0.8, -0.2, -0.8], [0.1, 0.7, -0.8], [-0.2, 0.1, 1.1], [0.4, 0.2, 0.3], [0.2, 0.0, -0.3], [0.0, -0.4, 0.3], [-0.4, -0.4, 0.2], [-1.6, -0.5, 1.1], [2.0, -0.8, -0.4], [-0.6, 0.7, 0.3], [0.1, -0.3, -0.6], [0.5, -0.2, -0.2], [-0.7, 0.2, -0.7], [-0.3, 0.6, 0.4], [-0.2, 0.2, 0.1], [-0.2, 0.3, 0.2], [0.1, 0.0, -0.2], [0.2, -0.2, 0.0], [-0.5, -0.8, 0.6], [-0.7, -0.6, -0.6], [0.6, 0.5, 0.2], [0.5, -0.4, -0.1], [0.0, -0.5, 0.1], [0.3, 0.3, 0.3], [0.1, 0.6, 0.3], [0.6, 1.8, -0.2], [0.1, -1.5, 1.5], [0.0, 0.4, -0.9], [-0.5, -0.1, 0.3], [0.0, -0.4, 0.4], [-0.8, 0.3, -0.3], [0.4, 0.2, -0.7], [0.1, 0.2, -0.3], [0.1, 0.1, -0.4], [-0.1, -0.1, 0.0], [0.0, -0.1, 0.3], [-1.0, -0.2, -0.6], [-0.3, 0.9, -0.5], [1.0, -0.3, 0.3], [0.2, -0.3, -0.4], [-0.3, 0.0, -0.2], [0.1, -0.4, 0.3], [0.0, -0.2, 0.6], [1.1, 0.0, 1.6], [-1.2, -1.3, -1.1], [0.7, 0.8, 0.1], [-0.6, 0.0, 0.0], [-0.3, -0.7, -0.3], [-0.3, 0.8, 0.3], [0.7, 0.4, 0.0], [0.3, 0.2, 0.1], [0.3, 0.2, 0.0], [-0.2, 0.0, -0.1], [-0.2, -0.3, 0.0]],
  "e_tot_ev": -186880.1950,
  "largest_force_ha_per_bohr": 0.1934,
  "smiles": "FC(F)C(F)(F)COC(F)(F)C(F)F.FC(F)C(F)(F)COC(F)(F)C(F)F.FC(F)C(F)(F)COC(F)(F)C(F)F.FC(F)C(F)(F)COC(F)(F)C(F)F.FC(F)C(F)(F)COC(F)(F)C(F)F.FC(F)C(F)(F)COC(F)(F)C(F)F.C#CCCCBCC(N)(N)N",
  "charge": 0
}

***

{
  "formula": "C37H40CaClN4PSe",
  "method": "wB97M-V/def2-TZVPD",
  "species": ["Ca", "C", "N", "C", "C", "C", "N", "C", "C", "H", "H", "H", "H", "H", "H", "H", "H", "H", "H", "H", "H", "H", "H", "H", "H", "Cl", "C", "C", "C", "C", "C", "C", "P", "C", "C", "C", "C", "C", "C", "C", "C", "C", "C", "C", "C", "H", "H", "H", "H", "H", "H", "H", "H", "H", "H", "H", "H", "H", "H", "Se", "C", "N", "C", "C", "C", "C", "C", "C", "N", "C", "C", "C", "C", "C", "C", "H", "H", "H", "H", "H", "H", "H", "H", "H", "H"],
  "coordinates": [[-0.499, -0.580, 0.389], [-1.738, 1.246, 2.963], [-1.219, -0.115, 2.747], [-0.192, -0.366, 3.767], [-2.307, -1.104, 2.906], [-3.294, -1.161, 1.745], [-2.711, -1.756, 0.522], [-3.621, -1.518, -0.611], [-2.555, -3.210, 0.664], [-2.229, 1.311, 3.942], [-2.435, 1.532, 2.186], [-0.906, 1.949, 2.945], [-0.600, -0.225, 4.776], [0.637, 0.331, 3.632], [0.191, -1.383, 3.680], [-2.857, -0.887, 3.832], [-1.841, -2.084, 3.032], [-3.663, -0.166, 1.500], [-4.159, -1.758, 2.066], [-4.590, -2.003, -0.430], [-3.186, -1.949, -1.514], [-3.778, -0.452, -0.750], [-3.534, -3.686, 0.806], [-1.913, -3.462, 1.507], [-2.090, -3.610, -0.236], [2.552, -0.318, -0.901], [3.285, 1.185, -0.406], [4.651, 1.206, -0.188], [5.251, 2.391, 0.210], [4.484, 3.533, 0.380], [3.116, 3.495, 0.151], [2.487, 2.316, -0.247], [0.680, 2.177, -0.508], [0.101, 3.886, -0.310], [-0.100, 4.355, 0.987], [-0.553, 5.644, 1.207], [-0.819, 6.475, 0.127], [-0.620, 6.016, -1.165], [-0.159, 4.725, -1.386], [0.591, 1.898, -2.317], [1.646, 2.202, -3.176], [1.524, 1.991, -4.540], [0.344, 1.483, -5.067], [-0.712, 1.182, -4.222], [-0.586, 1.384, -2.855], [5.229, 0.303, -0.330], [6.318, 2.417, 0.385], [4.949, 4.461, 0.685], [2.527, 4.393, 0.276], [0.092, 3.704, 1.833], [-0.718, 5.994, 2.218], [-1.190, 7.478, 0.295], [-0.835, 6.658, -2.009], [-0.029, 4.369, -2.400], [2.572, 2.599, -2.779], [2.353, 2.227, -5.195], [0.250, 1.325, -6.133], [-1.641, 0.794, -4.620], [-1.435, 1.160, -2.218], [-2.968, 2.085, -0.398], [-4.264, 2.031, 0.893], [-5.043, 1.953, 1.747], [2.040, -4.575, 3.406], [2.400, -3.263, 3.142], [1.931, -2.619, 2.005], [1.075, -3.263, 1.100], [0.716, -4.592, 1.386], [1.194, -5.231, 2.516], [0.564, -2.537, 0.030], [0.440, -3.061, -1.234], [-0.263, -2.309, -2.207], [-0.403, -2.739, -3.514], [0.154, -3.942, -3.925], [0.873, -4.683, -2.997], [1.021, -4.261, -1.686], [2.414, -5.084, 4.284], [3.063, -2.736, 3.818], [2.250, -1.604, 1.786], [0.039, -5.111, 0.719], [0.898, -6.254, 2.712], [-0.700, -1.335, -1.968], [-0.946, -2.119, -4.217], [0.045, -4.284, -4.945], [1.340, -5.613, -3.300], [1.613, -4.855, -1.003]],
  "forces_ev_per_angstrom": [[-0.4, 0.6, 0.0], [0.1, 0.0, 0.0], [0.0, -0.1, 0.0], [0.0, -0.1, 0.0], [0.0, -0.1, 0.0], [0.1, -0.1, 0.0], [-0.1, 0.1, 0.0], [0.0, -0.1, 0.0], [0.1, 0.0, 0.0], [0.0, 0.0, 0.0], [0.0, 0.0, 0.1], [0.0, 0.0, 0.0], [0.0, 0.0, 0.0], [0.0, 0.0, 0.0], [0.0, 0.0, 0.0], [0.0, 0.0, 0.0], [0.0, 0.0, 0.1], [0.0, -0.1, 0.1], [0.0, 0.0, 0.0], [0.0, 0.0, 0.0], [0.0, 0.0, 0.0], [0.0, 0.0, 0.0], [0.0, 0.0, 0.0], [0.0, 0.0, 0.0], [0.0, 0.0, 0.0], [0.0, 0.0, 0.1], [0.0, -0.1, 0.0], [0.0, 0.0, 0.0], [0.0, 0.0, 0.0], [0.0, 0.0, 0.0], [0.0, 0.0, 0.0], [0.0, 0.1, 0.0], [0.0, -0.2, -0.2], [0.1, 0.0, 0.1], [0.0, 0.0, 0.0], [0.0, 0.0, 0.0], [0.0, 0.0, 0.0], [0.0, 0.0, 0.0], [0.0, 0.0, 0.0], [0.0, 0.1, 0.0], [0.0, 0.0, 0.0], [0.0, 0.0, 0.0], [0.0, 0.0, 0.0], [0.0, 0.0, 0.0], [0.0, 0.0, 0.0], [0.0, 0.0, 0.0], [0.0, 0.0, 0.0], [0.0, 0.0, 0.0], [0.0, 0.0, 0.0], [0.0, 0.0, 0.0], [0.0, 0.0, 0.0], [0.0, 0.0, 0.0], [0.0, 0.0, 0.0], [0.0, 0.0, 0.0], [0.0, 0.0, 0.0], [0.0, 0.0, 0.0], [0.0, 0.0, 0.0], [0.0, 0.0, 0.0], [0.0, 0.0, 0.0], [0.0, 0.0, 0.0], [0.1, 0.0, -0.2], [0.0, 0.0, 0.0], [0.0, 0.0, 0.0], [0.0, 0.0, 0.0], [0.0, 0.0, 0.0], [0.0, -0.1, -0.2], [0.0, 0.0, 0.1], [0.0, 0.0, 0.0], [0.0, 0.1, 0.0], [0.0, 0.0, -0.1], [0.0, 0.0, 0.1], [0.0, 0.0, 0.0], [0.0, 0.0, 0.0], [0.0, 0.0, 0.0], [0.0, 0.0, 0.0], [0.0, 0.0, 0.0], [0.0, 0.0, 0.0], [0.0, 0.0, 0.0], [0.0, 0.0, 0.0], [0.0, 0.0, 0.0], [0.0, -0.1, 0.0], [0.0, 0.0, 0.0], [0.0, 0.0, 0.0], [0.0, 0.0, 0.0], [0.0, 0.0, 0.0]],
  "e_tot_ev": -150577.4020,
  "largest_force_ha_per_bohr": 0.0147,
  "charge": 0
}